# 1
Molecular formula: C18H23ClN7O2Tl
Method: DFT, the ωB97M-V functional and the def2-TZVPD basis

Each line ends with the natural charge from an NBO analysis.
CARTESIAN COORDINATES (ANGSTROEM)
Tl -0.697 -0.324 -0.492  0.7000
O 2.870 6.179 -1.137  -0.7304
C 1.665 6.038 -1.315  0.7539
O 0.776 6.784 -1.709  -0.7280
C 1.138 4.576 -0.941  -0.0565
C -0.222 4.336 -0.839  -0.1507
C -0.649 3.067 -0.451  0.1056
N 0.217 2.054 -0.320  -0.4996
C 1.534 2.269 -0.444  0.1355
C 2.032 3.554 -0.676  -0.2009
C 2.428 1.119 -0.250  0.1953
C 3.808 1.199 -0.494  -0.2103
C 4.624 0.129 -0.193  -0.1505
C 4.059 -1.014 0.364  -0.2579
C 2.692 -1.020 0.551  0.0348
N 1.891 -0.010 0.241  -0.4753
C -2.068 2.751 -0.186  0.2605
C -3.099 3.677 -0.360  -0.2387
C -4.399 3.308 -0.061  -0.1497
C -4.643 2.039 0.443  -0.2515
C -3.566 1.182 0.591  0.0549
N -2.326 1.517 0.267  -0.5129
H -0.885 5.155 -1.077  0.2433
H 3.083 3.801 -0.669  0.2483
H 4.232 2.099 -0.903  0.2386
H 5.688 0.182 -0.370  0.2278
H 4.658 -1.868 0.638  0.2252
H 2.210 -1.888 0.991  0.1656
H -2.893 4.664 -0.739  0.2332
H -5.213 4.005 -0.199  0.2245
H -5.640 1.715 0.696  0.2271
H -3.697 0.188 0.998  0.2163
N -1.475 -0.985 2.895  -0.6903
N -0.445 -0.314 2.149  -0.6903
H -1.100 -1.470 3.706  0.3365
H -1.913 -1.677 2.289  0.3798
H 0.483 -0.683 2.353  0.3478
H -0.440 0.663 2.439  0.3757
N -0.246 -6.182 0.135  -0.8606
C 0.036 -5.800 -1.244  -0.2323
C -0.216 -4.287 -1.378  -0.2434
N -0.004 -3.665 -0.059  -0.7901
H 0.042 -7.135 0.316  0.3834
H -1.242 -6.117 0.323  0.3782
H 0.246 -4.444 0.572  0.4413
H -0.567 -6.343 -1.981  0.1963
H 1.089 -6.017 -1.437  0.1943
H -1.254 -4.103 -1.665  0.2287
H 0.438 -3.850 -2.133  0.2193
H 0.674 -2.908 -0.050  0.4104
H -1.071 -3.293 0.290  0.3929
Cl -2.640 -2.858 0.526  -0.6555

Forces on the atoms, in the same order (eV/Å):
-0.1 0.1 -0.1
0.9 0.1 0.1
-0.4 -1.1 0.3
-0.7 0.6 -0.3
0.1 0.8 0.0
0.1 -0.4 0.1
0.6 0.3 -0.5
0.1 -0.1 0.1
-0.4 1.1 -0.1
-0.3 -0.5 -0.1
0.6 -0.7 0.3
-0.3 0.1 0.0
-0.2 -0.2 0.1
0.1 0.2 -0.1
0.1 -0.2 -0.1
0.2 0.5 0.0
-0.6 -0.1 0.1
0.2 -0.1 -0.1
0.1 -0.2 0.1
0.1 0.1 -0.1
-0.4 -0.1 0.1
0.2 0.2 0.0
0.0 0.1 0.1
0.1 0.0 -0.1
0.0 0.1 -0.1
0.1 0.0 0.0
0.0 -0.1 0.0
0.0 -0.1 0.0
0.1 0.1 0.0
0.0 0.1 0.0
-0.1 0.0 0.1
0.0 -0.1 -0.1
0.0 0.0 0.1
0.0 -0.1 0.4
0.0 0.2 -0.1
0.1 0.1 0.1
-0.2 0.1 -0.1
0.0 -0.2 -0.2
-0.2 -0.5 0.0
0.1 0.1 -0.1
0.0 -0.2 -0.4
-0.3 0.3 0.3
0.0 0.0 0.0
0.0 -0.1 0.0
0.1 0.2 0.1
0.1 0.1 0.0
-0.1 0.0 0.0
0.1 0.1 0.0
-0.1 0.0 0.1
-0.1 -0.2 -0.1
0.8 0.0 -0.2
-0.6 -0.1 0.0

Its frontier orbital gap is 7.106 eV.

***

# 2
Molecular formula: C18H23CoN12PS5
Method: DFT, the ωB97M-V functional and the def2-TZVPD basis

Each line ends with the natural charge from an NBO analysis.
CARTESIAN COORDINATES (ANGSTROEM)
Co -0.474 -0.727 0.843  0.9362
C -0.731 -0.373 4.431  -0.2125
C -0.735 -1.438 3.538  -0.1834
C 0.466 -1.922 3.010  -0.3100
C 1.665 -1.285 3.339  -0.2043
C 1.661 -0.207 4.208  -0.2072
C 0.464 0.238 4.764  -0.1807
H -1.663 0.001 4.835  0.2252
H -1.669 -1.932 3.291  0.2161
H 0.492 -2.823 2.415  0.2595
H 2.594 -1.661 2.928  0.2152
H 2.589 0.287 4.465  0.2160
H 0.468 1.075 5.450  0.2204
N -2.758 -2.587 -0.791  -0.5939
C -1.540 -3.159 -0.506  0.4431
N -1.163 -4.361 -0.900  -0.3672
N 0.087 -4.492 -0.419  -0.0791
N 0.444 -3.437 0.221  -0.1638
N -0.588 -2.552 0.198  -0.4875
C -2.819 -1.218 -0.951  0.4376
N -3.667 -0.606 -1.755  -0.3713
N -3.360 0.698 -1.622  -0.0840
N -2.393 0.856 -0.793  -0.1610
N -2.015 -0.357 -0.318  -0.5237
H -3.347 -3.116 -1.415  0.4266
C 1.807 -0.345 -3.781  -0.0491
N 1.225 0.902 -3.112  -0.3894
C 2.382 1.793 -2.650  -0.0538
N 3.280 1.073 -1.816  -0.4388
C 3.774 -0.120 -2.501  -0.0716
N 2.698 -1.019 -2.906  -0.4394
C 2.022 -1.644 -1.753  -0.5584
P 1.256 -0.382 -0.633  0.9173
C 0.340 0.517 -1.966  -0.5962
C 2.703 0.757 -0.502  -0.5571
H 2.331 0.002 -4.673  0.2135
H 0.964 -0.976 -4.060  0.2279
H 0.664 1.420 -3.791  0.4336
H 1.937 2.638 -2.126  0.2393
H 2.883 2.130 -3.559  0.2135
H 4.454 -0.653 -1.840  0.2200
H 4.323 0.191 -3.393  0.2064
H 2.738 -2.249 -1.197  0.2548
H 1.251 -2.332 -2.107  0.2530
H -0.138 1.412 -1.569  0.3003
H -0.447 -0.130 -2.356  0.2564
H 3.470 0.291 0.119  0.2401
H 2.383 1.671 0.002  0.2667
C -4.017 0.900 2.090  -0.7336
S -3.132 2.240 2.922  0.2616
C -2.255 2.959 1.583  -0.4140
C -1.045 2.607 1.120  -0.3347
S 0.040 1.348 1.653  -0.2786
S -0.443 3.610 -0.177  0.4117
C -1.844 4.594 -0.438  -0.5703
S -1.937 5.740 -1.606  -0.0740
S -3.067 4.256 0.728  0.4972
H -4.732 0.516 2.817  0.2281
H -3.330 0.110 1.798  0.2143
H -4.550 1.268 1.215  0.2367

Forces on the atoms, in the same order (eV/Å):
0.4 -0.2 0.0
0.0 0.0 -0.1
0.0 -0.2 0.0
-0.1 0.2 0.1
-0.1 0.0 0.0
0.0 0.0 0.0
0.1 -0.1 0.0
0.0 0.0 0.0
0.0 0.0 0.0
0.0 0.0 -0.1
0.0 0.0 0.0
0.0 0.0 0.0
0.0 0.0 0.0
-0.1 0.0 0.0
0.1 -0.1 0.0
0.0 0.0 0.0
0.0 0.0 0.0
0.0 0.1 0.0
-0.1 0.0 0.1
-0.1 0.0 0.1
0.1 -0.1 0.1
0.0 0.1 0.0
0.0 0.2 0.0
-0.1 0.1 -0.2
0.0 0.0 0.0
0.0 0.0 0.0
0.0 0.0 0.0
0.0 0.0 0.0
0.0 0.0 0.0
0.0 0.0 0.0
0.0 0.0 0.0
0.0 0.0 0.0
-0.2 0.0 0.0
0.0 0.0 0.0
0.0 0.0 0.0
0.0 0.0 0.0
0.0 0.0 0.0
0.0 0.0 0.0
0.0 0.0 0.0
0.0 0.0 0.0
0.0 0.0 0.0
0.0 0.0 0.0
0.0 0.0 0.0
0.0 0.0 0.0
0.0 0.0 0.0
0.0 0.0 0.0
0.0 0.0 0.0
0.0 0.0 0.0
0.0 0.0 0.0
0.1 0.0 0.1
-0.1 0.0 -0.1
0.1 0.0 0.0
-0.1 0.0 0.0
0.0 -0.1 -0.1
0.0 0.1 0.1
0.0 0.0 0.0
0.0 0.0 0.0
0.0 0.0 0.0
0.0 0.0 0.0
0.0 0.0 0.0

Its frontier orbital gap (spin up / spin down) is 7.115 / 7.107 eV. Its spin multiplicity is 2.

***

# 3
Molecular formula: C18H23EuN5O3S2
Method: DFT, the ωB97M-V functional and the def2-TZVPD basis

Each line ends with the Mulliken charge.
CARTESIAN COORDINATES (ANGSTROEM)
C 3.381 -1.650 -2.116  -1.2220
C 3.257 -2.783 -2.869  1.4194
H 4.211 -0.980 -2.345  0.2590
H 2.833 -1.544 -1.164  0.4791
C 2.051 -3.591 -2.916  1.0520
C 0.897 -3.151 -2.341  -1.0526
H 0.951 -2.332 -1.648  -0.2167
H -0.052 -3.681 -2.531  0.2180
C 4.453 -3.230 -3.672  -1.4837
H 5.218 -2.448 -3.670  0.3930
H 4.197 -3.439 -4.718  0.3423
H 4.917 -4.136 -3.253  0.3270
C 2.031 -4.928 -3.626  -1.3458
H 2.770 -5.638 -3.232  0.3400
H 2.197 -4.857 -4.709  0.3182
H 1.047 -5.394 -3.489  0.3773
Eu -1.915 0.646 2.637  1.5873
O -0.817 -0.218 0.767  -0.8085
C -0.947 -0.170 -0.496  0.8334
O -3.290 1.189 0.793  -0.8258
C -3.242 0.833 -0.416  0.5995
O -4.225 1.115 -1.231  -0.3087
N -2.223 0.148 -1.038  0.2512
C -3.878 0.648 -2.567  -0.3874
C -2.501 0.085 -2.472  -0.6304
H -3.902 1.497 -3.253  0.3067
H -4.609 -0.108 -2.860  0.3090
H -1.763 0.685 -3.004  0.3876
H -2.460 -0.946 -2.810  0.3601
C 0.106 -0.361 -1.452  -0.5072
C 1.417 0.000 -1.233  -1.0886
H -0.241 -0.639 -2.448  0.5585
H 1.905 -0.243 -0.270  0.5496
H 1.937 0.669 -1.926  0.3257
N 0.494 -0.736 5.232  -0.3678
C 0.548 0.615 5.181  0.6168
N -0.139 1.342 4.310  -0.3601
C -0.013 2.728 4.566  0.1543
C 0.840 2.992 5.630  -0.4619
S 1.450 1.544 6.363  -0.1339
C -0.809 3.654 3.810  -0.0098
C -0.819 5.043 3.887  -0.3989
S -1.998 5.739 2.839  -0.1406
C -2.469 4.129 2.327  0.5748
N -1.773 3.152 2.913  -0.3777
N -3.444 3.919 1.439  -0.3110
H 1.057 -1.216 5.921  0.2197
H 0.021 -1.256 4.498  0.1137
H 1.074 3.993 5.973  0.3600
H -0.158 5.615 4.527  0.3848
H -3.933 4.723 1.072  0.1879
H -3.641 2.974 1.091  0.2330

Forces on the atoms, in the same order (eV/Å):
0.2 -1.1 -0.1
1.0 1.0 0.7
-0.1 -0.2 0.5
0.2 0.0 -0.8
-2.0 -0.6 0.6
0.9 -1.1 -0.6
-0.4 -0.1 -0.3
0.6 0.2 0.5
0.0 0.4 -0.7
-0.1 -0.2 0.0
0.0 -0.1 0.2
-0.3 0.2 0.0
-0.2 -0.1 -0.4
0.0 0.3 0.0
0.1 0.1 0.2
0.3 0.1 0.0
0.0 0.1 0.9
-0.1 0.4 -2.1
0.2 -0.9 2.2
0.0 -0.8 -2.5
0.0 0.3 2.1
0.6 -0.1 -0.1
0.4 0.1 0.3
-1.1 0.3 -0.6
1.0 -0.4 -0.1
-0.3 -0.1 0.2
0.0 0.3 0.1
-0.1 -0.1 -0.1
0.1 0.0 -0.1
-0.2 0.5 -0.8
-0.6 0.2 0.8
0.4 1.1 0.0
-0.7 1.2 -0.2
0.2 -1.1 -0.1
0.1 0.0 -0.1
-0.3 1.0 0.0
0.2 0.0 0.5
1.8 -1.4 2.0
-1.1 0.2 -1.4
-0.5 0.1 -0.9
-1.2 2.6 -1.0
0.5 -2.0 0.3
0.0 -0.8 0.0
1.1 -0.1 1.0
-0.1 0.3 -0.3
-0.3 0.0 -0.4
-0.2 -0.2 -0.4
0.5 0.1 0.5
0.1 -0.4 0.2
-0.3 0.2 -0.2
0.0 -0.4 0.0
0.0 0.8 0.3

Its frontier orbital gap (spin up / spin down) is 6.177 / 6.185 eV. Its spin multiplicity is 8. The calculation puts the energy above the lowest of the compared OMol25 structures with the same formula, charge and spin at 13.6 kcal/mol. Its net charge is +2.

***

Number 1: M 609.27 g/mol. Number 2: M 657.71 g/mol. Number 3: M 573.51 g/mol.